An isolated ion of composition C10H11BNO2 and charge +1, computed with ωB97M-V with the def2-TZVPD basis set.

ORCA input file:
```
! wB97M-V def2-TZVPD RIJCOSX def2/J DEFGRID3
* xyz 1 1
O 1.544 3.975 -1.952
B 0.554 3.177 -1.308
O 0.204 3.516 0.006
C -0.065 1.960 -2.180
C -0.282 0.720 -1.240
C 0.685 0.290 -0.249
C 0.385 -0.876 0.635
C 1.382 -1.267 1.675
C 1.082 -2.392 2.562
C -0.205 -3.129 2.354
C -1.182 -2.763 1.336
C -0.918 -1.592 0.446
C -1.827 -1.083 -0.594
N -1.510 0.025 -1.365
H 2.346 3.850 -1.409
H -0.029 2.739 0.546
H -1.061 2.276 -2.624
H 0.654 1.677 -3.003
H 1.665 0.811 -0.125
H 2.328 -0.679 1.751
H 1.791 -2.692 3.372
H -0.426 -4.005 3.018
H -2.134 -3.340 1.201
H -2.809 -1.575 -0.790
H -2.172 0.378 -2.064
*
```

Results
Total energy: -16804.7124 eV
Structure (SMILES): OB(O)Cc1cc2ccccc2c[nH+]1

---

One molecule with the formula C6H16N2, computed with ωB97M-V with the def2-TZVPD basis set.

ORCA input file:
```
! wB97M-V def2-TZVPD RIJCOSX def2/J DEFGRID3
* xyz 0 1
C 1.371 0.742 2.086
N 0.190 1.155 1.305
C -0.017 0.572 -0.028
C -1.473 0.638 -0.393
N -1.948 2.020 -0.462
C 0.623 -0.842 -0.318
C 1.044 -0.866 -1.784
C -0.293 -2.018 0.068
H 2.237 0.914 1.446
H 1.368 -0.285 2.475
H 1.367 1.380 2.967
H -0.628 1.060 1.895
H 0.574 1.212 -0.671
H -1.639 0.097 -1.334
H -2.069 0.124 0.361
H -1.287 2.600 -0.962
H -2.831 2.036 -0.960
H 1.469 -0.871 0.366
H 1.051 -1.878 -2.202
H 0.371 -0.303 -2.422
H 2.072 -0.501 -1.832
H 0.104 -2.930 -0.387
H -1.281 -1.848 -0.354
H -0.374 -2.204 1.139
*
```

Results
Energy above the lowest of the compared OMol25 structures with the same formula, charge and spin: 22.2 kcal per mole
Structure (SMILES): CN[C@H](CN)C(C)C

---

C37H57Br2FeN4O5PS2 as an isolated structure, computed with ωB97M-V with the def2-TZVPD basis set.

ORCA input file:
```
! wB97M-V def2-TZVPD RIJCOSX def2/J DEFGRID3
* xyz 0 5
Fe 0.827 -0.995 -0.988
C 3.323 1.080 -4.148
C 4.386 1.572 -3.410
C 4.549 1.154 -2.100
C 3.627 0.264 -1.568
N 2.582 -0.180 -2.272
C 2.438 0.210 -3.535
C 3.744 -0.308 -0.198
C 4.872 -0.163 0.602
C 4.894 -0.781 1.841
C 3.798 -1.531 2.245
C 2.718 -1.631 1.382
N 2.698 -1.030 0.199
H 3.159 1.384 -5.171
H 5.076 2.282 -3.844
H 5.368 1.528 -1.504
H 1.576 -0.189 -4.057
H 5.727 0.400 0.258
H 5.764 -0.688 2.477
H 3.778 -2.038 3.199
H 1.833 -2.208 1.609
Br 1.040 -3.043 -2.919
C 2.357 -4.403 -2.560
Br 3.541 -4.040 -1.085
H 2.975 -4.495 -3.445
H 1.831 -5.325 -2.341
C -0.201 -3.791 3.080
C -1.339 -2.837 2.682
C -0.903 -1.450 3.182
C -2.602 -3.248 3.443
P -1.435 -2.786 0.779
N -0.229 -2.014 0.212
C -1.472 -4.588 0.170
C -1.939 -4.591 -1.294
C -2.356 -5.575 0.939
C -0.024 -5.108 0.171
C -3.093 -1.992 0.291
C -3.033 -1.628 -1.206
C -4.373 -2.793 0.547
C -3.204 -0.666 1.055
H 0.039 -3.624 4.134
H 0.696 -3.606 2.492
H -0.466 -4.839 2.973
H -0.671 -1.522 4.249
H -1.667 -0.688 3.059
H -0.018 -1.120 2.642
H -2.345 -3.394 4.497
H -3.040 -4.177 3.085
H -3.368 -2.474 3.405
H -3.008 -4.415 -1.389
H -1.737 -5.579 -1.715
H -1.409 -3.856 -1.899
H -3.400 -5.271 0.972
H -2.022 -5.745 1.960
H -2.318 -6.541 0.426
H 0.671 -4.310 -0.085
H 0.066 -5.907 -0.570
H 0.270 -5.525 1.131
H -3.421 -2.423 -1.837
H -2.021 -1.386 -1.523
H -3.653 -0.744 -1.378
H -4.401 -3.721 -0.020
H -5.224 -2.194 0.211
H -4.535 -3.026 1.597
H -2.291 -0.083 0.939
H -3.409 -0.810 2.113
H -4.035 -0.092 0.637
C -1.011 7.570 1.912
C -0.621 6.673 0.770
C 0.681 6.199 0.655
C 1.060 5.399 -0.413
C 0.122 5.077 -1.380
C -1.187 5.527 -1.281
C -1.552 6.315 -0.204
S 0.630 4.201 -2.828
O 2.004 3.814 -2.637
O 0.292 4.991 -3.980
N -0.397 2.927 -2.821
C -0.634 2.325 -4.147
C -1.521 1.107 -4.000
C -0.829 -0.029 -3.272
O -0.648 -1.110 -3.844
O -0.416 0.268 -2.105
H -0.470 7.309 2.821
H -2.079 7.507 2.118
H -0.781 8.611 1.680
H 1.412 6.466 1.410
H 2.069 5.030 -0.514
H -1.902 5.266 -2.048
H -2.573 6.670 -0.121
H -0.132 2.219 -2.131
H 0.303 2.061 -4.650
H -1.135 3.071 -4.762
H -1.800 0.757 -4.993
H -2.433 1.373 -3.460
O 1.178 1.409 -0.083
S 0.411 1.235 1.200
C -0.556 2.755 1.464
C -0.201 3.277 2.849
C 1.308 3.077 2.978
C 1.547 1.627 2.571
H -1.609 2.522 1.320
H -0.223 3.431 0.673
H -0.724 2.706 3.620
H -0.496 4.321 2.958
H 1.675 3.277 3.985
H 1.826 3.749 2.288
H 1.304 0.934 3.378
H 2.547 1.400 2.201
*
```

Results
Energy above the lowest of the compared OMol25 structures with the same formula, charge and spin: 0.0 kcal per mole
<S²>: 6.016